# 1
The following is a quantum chemistry calculation of 9 unconnected molecules or ions with the total composition C34H55O12PS, from the OMol25 dataset.

The max |F| is 3.764 eV/Å. The total energy comes out at -80844.3427 eV. The calculation puts the gap between HOMO and LUMO at 7.33 eV. Its structure (SMILES) is O=C1C=CC(=O)c2c1cccc2P(O)(O)=S.CC(C)=O.CC(C)=O.CC(C)=O.CC(C)=O.CC(C)=O.CC(C)=O.CC(C)=O.CC(C)=O. The HOMO energy comes out at -7.80 eV. The value obtained for the LUMO energy is -0.47 eV.

Structure (ORCA input):
```
! wB97M-V def2-TZVPD RIJCOSX def2/J DEFGRID3
* xyz 0 1
H -0.817 1.141 5.172
H -0.051 5.768 -4.918
C 2.834 -2.317 -0.326
H 5.969 -1.290 0.657
O 0.982 -4.322 0.780
C 3.887 0.138 1.687
C 5.015 0.460 -1.757
H -4.877 -7.685 -2.837
C 4.992 1.923 -1.403
C -0.247 -6.349 0.923
C -2.461 -7.430 -4.318
C -4.366 -6.420 3.573
C 0.709 -5.460 -1.289
C 0.528 -5.281 0.195
C -0.333 5.987 -2.809
H 0.768 -2.179 0.130
H -0.062 7.457 -4.336
H -2.020 1.451 3.892
C 2.553 1.740 -1.484
C -1.948 5.176 1.152
H 1.611 5.093 -2.928
O 6.490 -1.897 0.101
C 2.649 0.292 -1.109
H 5.132 -4.720 -0.874
C 2.870 -0.478 2.617
O 4.486 -0.524 0.864
C -3.468 -5.480 4.339
O 1.521 2.261 -1.854
C 3.814 2.513 -1.297
H -1.499 2.614 -0.053
H -1.569 6.545 -4.443
H -0.300 1.336 3.490
H -2.053 5.768 2.060
O -2.139 8.703 -3.913
C -0.605 3.173 0.231
H 1.282 -4.624 -1.687
C 1.083 5.823 -2.313
O -1.284 5.739 -2.099
C -0.513 6.472 -4.221
H 1.603 6.782 -2.351
H 0.254 -7.313 0.815
C 4.130 1.621 1.825
C 1.549 -0.373 -0.652
H -1.961 -5.309 5.840
H -2.457 11.079 -1.980
C -2.847 9.334 -3.162
H -3.900 7.587 -2.540
C -3.911 8.656 -2.335
S 6.161 -3.030 -2.639
H -0.304 -6.098 1.980
H 3.768 3.572 -1.067
H -1.641 5.827 0.333
C -2.287 -1.245 4.738
H -4.839 -6.037 -2.184
H -2.910 4.717 0.917
P 5.466 -2.650 -0.880
C 3.864 -0.351 -1.218
H -0.266 -5.486 -1.778
H -5.028 -6.948 4.261
H 2.791 -1.543 2.410
H -3.714 8.813 -1.274
H -2.857 -7.084 -5.274
H 4.491 1.848 2.829
H -2.698 -8.486 -4.183
H -3.271 -0.821 4.532
O -0.304 3.972 2.406
H -3.764 -7.140 3.016
O -0.568 -1.157 3.108
H -3.132 -6.608 6.131
H -4.970 -5.849 2.871
H -1.379 -7.310 -4.321
H -1.259 -6.413 0.518
O 5.905 0.048 -2.466
O -2.354 -5.965 -2.452
H 1.072 5.470 -1.284
H -1.869 -6.800 4.886
C -1.239 -0.543 3.911
C 1.635 -1.671 -0.255
H -4.893 9.057 -2.590
H -3.636 11.322 -3.296
C -3.052 -6.620 -3.191
H -2.054 -1.139 5.800
C -2.548 -6.093 5.366
H 0.162 2.471 0.552
O -3.484 -4.289 4.138
H 2.872 -3.340 0.010
C 3.938 -1.674 -0.823
H 0.593 0.134 -0.599
C -4.550 -6.661 -3.027
H -5.035 -6.283 -3.928
C -2.705 10.829 -3.012
C -0.909 4.109 1.364
O 5.173 -4.064 -0.168
H -0.236 3.732 -0.627
H 1.892 -0.018 2.461
H 1.252 -6.386 -1.490
H 3.181 -0.341 3.654
C -1.085 0.944 4.134
H 5.913 2.469 -1.252
H 4.880 1.934 1.100
H 3.205 2.170 1.636
H -1.907 11.183 -3.661
H -2.303 -2.302 4.485
*
```

=====

# 2
The following is a quantum chemistry calculation of a molecular structure, C34H56AuN3OP2S, from the OMol25 dataset.

The max |F| is 1.678 eV/Å. The total energy comes out at -75777.3454 eV. The calculation puts the gap between HOMO and LUMO (spin up / spin down) at 8.45 / 5.34 eV. The expectation value of S² is 2.06. The value obtained for the energy above the lowest of the compared OMol25 structures with the same formula, charge and spin is 132.53 kJ/mol. The HOMO energy (spin up / spin down) comes out at -12.98 / -13.04 eV. The value obtained for the LUMO energy (spin up / spin down) is -4.54 / -7.70 eV.

Structure (ORCA input):
```
! wB97M-V def2-TZVPD RIJCOSX def2/J DEFGRID3
* xyz 2 3
H -1.307 -1.690 -3.134
H 2.860 2.132 -1.025
C 4.735 1.211 -1.545
H 0.397 -6.281 -1.922
C -3.176 -1.391 -2.053
C -1.127 -0.986 1.748
H -5.414 -3.047 2.627
P 2.367 -0.137 -0.528
H 1.763 6.594 -2.329
H -1.621 -3.563 -0.038
C 0.779 0.917 3.110
H -5.015 -2.320 4.183
H 0.486 7.339 -0.474
H -1.946 2.292 0.593
C -0.562 -3.821 0.106
H 4.138 2.235 4.857
P -2.260 -0.450 -0.731
C 3.212 1.209 -1.507
C 3.209 1.149 1.803
C -2.284 -1.194 0.939
C 0.643 -4.118 -1.870
H 3.025 1.987 -3.514
H 1.468 4.040 -2.539
C 3.571 -1.523 -0.286
H -2.054 5.734 0.698
H 1.570 1.157 -2.930
H -4.226 2.734 -1.338
C -3.543 1.928 -1.596
H -2.755 1.171 1.688
C 0.798 6.087 -2.257
H 1.676 2.020 4.680
C -3.414 -2.293 2.789
H -3.965 1.414 -2.454
C 4.233 2.299 3.777
H -2.589 2.366 -1.884
C 3.079 1.660 3.095
H 1.714 -4.301 -1.727
H -4.123 -3.066 -1.023
H 4.291 3.356 3.513
H -3.519 -0.579 -2.710
N -0.051 -0.372 1.240
C 0.360 4.337 -0.808
C 3.803 -2.211 -1.626
H -2.690 -2.581 -3.769
H -0.597 6.172 1.621
H -5.159 -1.625 -1.173
H -4.295 -1.913 0.891
H 2.850 -2.017 1.708
C -2.891 1.806 0.817
H 2.991 0.235 -3.433
C 1.825 1.570 3.710
H -4.820 -2.630 -2.570
C -2.203 -2.247 -2.857
H 0.270 6.192 -3.208
H -1.174 -5.909 0.264
Au 0.092 -0.489 -1.027
H 4.329 -3.151 -1.480
H 5.119 0.365 -2.104
H -4.351 0.558 -0.143
C -0.335 -5.318 -0.090
H 4.500 -1.087 0.105
H -1.904 -3.125 -2.291
C 2.996 -2.494 0.740
C -0.041 6.588 -1.069
O 0.209 -3.152 -0.895
C -2.246 -2.164 3.550
H -3.624 2.569 1.069
H -1.109 -5.368 -2.112
H 5.187 1.213 -0.559
C 2.168 0.506 1.163
C -1.136 -1.530 3.055
H -0.247 -3.456 1.086
C 2.661 1.144 -2.932
H -0.237 -1.455 3.651
H 0.484 -3.706 -2.869
C -0.145 -5.395 -1.603
C -4.628 -2.930 3.366
N 0.988 4.683 -1.935
H -1.029 4.462 1.402
C -4.391 -2.223 -1.657
H 2.041 -2.875 0.391
H -1.004 7.006 -1.377
N -0.252 5.388 -0.274
H -2.217 -2.571 4.549
H 2.846 -2.418 -2.100
H -0.187 0.875 3.589
C -1.026 5.442 0.930
C 0.931 0.302 1.841
H 5.065 2.111 -2.059
S 0.370 2.781 -0.167
H 4.399 -1.602 -2.296
C -3.381 1.011 -0.390
H 4.155 1.265 1.296
C -3.400 -1.806 1.483
H 5.168 1.837 3.470
H -4.395 -3.905 3.791
H 0.573 -5.630 0.427
H 3.675 -3.333 0.875
*
```

=====

# 3
The following is a quantum chemistry calculation of 10 unconnected molecules or ions with the total composition C34H56O26, from the OMol25 dataset.

The max |F| is 4.212 eV/Å. The total energy comes out at -89399.7859 eV. The calculation puts the gap between HOMO and LUMO at 10.22 eV. Its structure (SMILES) is CCOC(C)=O.CCOC(C)=O.CCOC(C)=O.CCOC(C)=O.O=C1OCCO1.O=C1OCCO1.O=C1OCCO1.O=C1OCCO1.O=C1OCCO1.O=C1OCCO1. The value obtained for the energy above the lowest of the compared OMol25 structures with the same formula, charge and spin is 278.22 kJ/mol. The HOMO energy comes out at -10.09 eV. The value obtained for the LUMO energy is 0.13 eV.

Structure (ORCA input):
```
! wB97M-V def2-TZVPD RIJCOSX def2/J DEFGRID3
* xyz 0 1
C 7.203 17.755 14.992
H 15.674 16.897 12.216
H 13.225 16.302 9.800
H 18.198 17.064 13.642
H 8.849 14.623 18.009
C 12.446 8.812 12.654
H 11.411 15.007 10.474
H 14.546 11.493 7.542
O 11.495 19.088 11.822
O 16.632 19.209 10.834
H 13.225 13.415 14.221
O 15.394 13.386 7.555
C 16.385 16.172 12.612
O 11.845 14.834 12.498
C 11.875 15.553 11.296
O 14.789 10.112 17.924
O 16.181 12.643 9.522
H 15.396 16.165 8.743
C 7.564 15.583 12.648
H 8.661 16.710 8.894
C 11.587 20.256 12.629
H 10.038 14.156 15.925
O 9.407 19.716 12.104
C 13.259 16.176 10.882
H 15.205 17.895 7.084
H 11.408 13.036 14.558
H 16.384 11.194 17.189
H 14.738 11.351 9.929
C 12.161 13.506 12.504
H 9.921 15.947 18.472
C 8.665 14.842 11.963
H 9.873 20.173 13.973
H 14.180 7.591 12.403
H 16.645 17.253 14.477
H 12.658 9.462 11.805
O 10.945 16.047 15.886
C 15.495 10.673 16.835
H 10.699 9.841 16.486
H 14.361 13.122 10.211
H 14.478 8.598 13.660
O 12.585 9.679 18.297
H 8.264 17.865 15.215
H 8.809 15.373 11.021
H 15.758 9.899 16.114
H 7.209 18.793 13.077
C 16.272 16.792 8.580
C 7.079 17.787 13.476
H 6.432 18.318 15.518
O 15.997 19.004 8.648
C 16.093 18.004 7.707
H 14.091 15.494 11.056
C 10.544 10.095 15.437
H 6.066 17.560 13.144
C 9.470 15.432 17.624
C 14.415 12.457 8.034
O 15.665 15.101 13.157
H 14.392 11.449 15.222
C 16.455 13.429 8.460
H 13.776 16.982 14.581
H 9.493 10.358 15.327
O 17.407 15.363 14.509
H 11.346 16.500 11.396
H 11.234 14.332 17.135
O 7.963 16.824 12.946
C 14.790 12.371 9.547
O 6.451 15.175 12.951
H 12.211 20.060 13.501
H 11.754 8.064 12.268
O 10.387 15.548 8.250
C 10.202 19.005 11.326
H 8.362 15.681 6.157
O 10.160 16.640 6.289
H 12.320 16.781 13.775
H 8.740 16.060 17.114
H 6.967 16.784 15.429
O 13.134 15.742 16.501
O 16.054 13.532 14.800
C 10.232 20.524 13.005
H 11.918 21.122 12.056
C 16.461 18.586 9.816
C 8.922 15.940 8.168
H 13.409 7.179 13.881
O 13.245 11.286 16.889
O 10.701 7.897 14.623
O 11.836 9.629 13.649
C 11.068 9.033 14.553
C 12.314 16.271 15.793
H 12.513 18.279 14.887
H 16.950 18.230 7.073
C 8.852 16.481 6.712
C 12.719 17.228 14.686
C 13.465 10.327 17.786
H 8.305 17.424 6.734
H 11.130 10.989 15.222
O 12.439 12.766 11.552
H 8.572 13.763 11.840
H 17.049 15.921 11.785
C 11.043 16.080 7.178
H 13.349 12.674 7.973
O 17.528 13.961 8.177
H 14.686 12.708 16.373
H 9.491 14.926 12.670
H 13.460 17.125 11.378
H 9.987 21.537 12.686
O 12.240 16.082 7.088
O 9.797 18.253 10.416
C 17.228 16.601 13.827
H 17.053 16.125 8.214
C 10.494 14.903 16.574
C 13.645 8.032 13.244
H 12.429 11.944 13.826
C 16.364 14.541 14.172
C 14.461 11.644 16.292
H 8.274 15.065 8.194
O 16.719 17.284 9.750
C 12.266 13.020 13.886
*
```

=====

# 4
The following is a quantum chemistry calculation of a molecular structure, C34H57MnN3O2Si, from the OMol25 dataset.

The max |F| is 4.144 eV/Å. The total energy comes out at -83944.7918 eV. The calculation puts the gap between HOMO and LUMO (spin up / spin down) at 6.38 / 7.41 eV. The expectation value of S² is 8.76. The value obtained for the energy above the lowest of the compared OMol25 structures with the same formula, charge and spin is 196.03 kJ/mol. The HOMO energy (spin up / spin down) comes out at -6.18 / -7.22 eV. The value obtained for the LUMO energy (spin up / spin down) is 0.19 / 0.19 eV.

Structure (ORCA input):
```
! wB97M-V def2-TZVPD RIJCOSX def2/J DEFGRID3
* xyz 0 6
C 2.661 3.147 3.197
C 0.321 0.362 -1.139
H -2.822 -3.850 -2.982
C -2.883 0.888 3.642
H 3.879 -3.333 -1.490
H 2.595 -4.401 -0.921
C 3.664 0.965 0.045
C -0.970 2.855 2.128
H -1.693 2.322 4.713
H 2.161 -0.515 5.593
H -4.283 -2.857 -3.224
C 1.775 -0.135 4.636
H -1.822 3.016 -1.823
H -0.713 -3.071 -5.815
C -0.664 -1.205 -4.693
C 2.724 0.421 2.359
H 1.752 3.316 -0.296
H 1.974 2.732 -3.826
H -3.411 1.960 -0.498
C -1.270 2.515 -2.631
C 1.729 1.773 -3.351
H 1.444 0.906 4.780
H 3.531 3.193 2.528
Mn 0.102 0.472 0.913
C -3.506 0.727 1.278
H -4.373 0.301 5.059
H -1.873 1.675 -2.993
H 4.028 -1.585 4.786
H 1.268 -0.176 -1.281
H -0.971 0.697 4.650
H 5.857 -1.758 3.089
H -2.361 1.011 5.689
C 4.838 -0.526 1.651
N -0.410 -2.385 2.116
C 0.326 3.274 2.445
H -5.505 0.060 0.892
H -6.078 -0.247 3.309
H -2.137 0.731 -0.421
H 2.946 1.795 0.001
H -3.200 -3.194 -4.602
O 0.581 -2.539 -1.263
C 1.476 2.483 2.554
C 1.905 -2.699 -2.054
H -0.618 -5.651 -2.164
H -1.270 -3.469 -0.938
O -1.102 -1.807 -3.475
H 3.392 0.239 -0.740
H 0.425 -1.099 -4.607
C -1.913 1.246 4.720
H 2.658 1.379 -2.912
H -0.647 -4.216 -3.221
H 2.968 2.679 4.142
H 1.403 1.079 -4.137
C -0.200 -1.336 1.624
H -0.511 -0.207 -1.588
N 1.561 1.232 2.094
C -4.138 0.406 3.997
C 3.964 -1.048 3.837
C 3.734 0.284 1.381
H 0.079 -1.725 -1.554
H 0.435 4.312 2.747
C -5.091 0.105 3.017
H -1.165 3.237 -3.450
H -1.094 -0.193 -4.780
H -3.804 0.260 -0.786
H 2.875 -2.815 -0.130
C 4.976 -1.157 2.884
H 5.600 -0.631 0.880
C -1.034 -2.025 -5.911
H -1.607 4.898 2.254
H 1.652 -3.311 -2.928
H -2.722 3.778 3.041
H -2.116 -2.003 -6.095
H -2.686 3.910 1.271
C 0.916 3.488 -0.978
C -3.238 -2.989 -3.523
H -2.927 -0.857 -3.735
C -0.138 -4.687 -2.374
H 0.896 -0.748 4.379
H 2.377 4.178 3.439
H 4.649 1.372 -0.235
N -1.283 1.570 1.898
C -2.503 -1.712 -3.185
H 0.155 -4.299 -0.252
H 0.897 -4.912 -2.651
H -2.598 -1.498 -2.107
C 2.849 -0.246 3.598
C -0.258 -3.827 -1.149
Si 0.427 2.008 -2.007
C -2.057 3.899 2.173
C -2.562 1.055 2.273
H -0.523 -1.583 -6.772
H 0.060 3.844 -0.391
C -3.193 0.932 -0.171
H 2.157 -1.679 -2.366
H 1.204 4.301 -1.659
C -4.766 0.270 1.667
C 2.859 -3.347 -1.094
*
```